The following is a DFT calculation (ωB97M-V/def2-TZVPD) of a molecular structure, C28H36Cl3GeN5ORu.

Output
E_HOMO (alpha / beta) = -9.787 / -9.725 eV
2S+1 = 2
E_tot = -4989.611530 Eh
⟨S²⟩ = 0.8102
net charge = +1
lowest unoccupied orbital energy (alpha / beta) = -3.2 / -3.3 eV

Geometry as XYZ:
```
75
Properties=species:S:1:pos:R:3:forces:R:3
Ru -0.3938 -0.1175 0.0808 -4.9 1.3 -0.9
C 1.7770 2.0077 0.6254 -0.2 -0.2 -0.1
N 1.5142 0.6756 1.2318 0.2 0.4 -0.3
C 2.6442 -0.2442 1.0493 -0.1 -0.2 0.1
C 2.7396 -0.7547 -0.3658 0.0 0.1 -0.1
C 3.8555 -1.4551 -0.8036 0.1 0.0 0.0
C 3.9240 -1.8320 -2.1312 0.0 0.0 0.0
C 2.8964 -1.4616 -2.9907 0.0 0.0 0.0
C 1.8083 -0.7974 -2.4637 0.1 0.1 0.0
N 1.7149 -0.4785 -1.1671 0.5 -0.3 0.0
C 1.1332 0.7622 2.6427 0.1 -0.1 0.0
C -0.1723 1.4860 2.8111 0.0 0.2 0.0
C -0.6338 1.8811 4.0612 0.0 0.1 0.1
C -1.8141 2.5945 4.1342 0.0 0.0 0.0
C -2.4937 2.9058 2.9596 0.0 0.1 0.0
C -1.9787 2.4490 1.7664 -0.1 0.1 -0.2
N -0.8468 1.7451 1.6959 0.4 -0.8 0.3
C 0.9696 2.3522 -0.6208 0.0 -0.1 0.1
C 1.3463 3.4546 -1.3721 0.0 0.1 0.0
C 0.6190 3.8051 -2.4959 0.0 0.0 0.0
C -0.4597 3.0156 -2.8603 -0.1 0.1 -0.1
C -0.7701 1.9228 -2.0783 0.1 0.0 0.1
N -0.0875 1.6001 -0.9717 0.2 0.6 -0.7
H 2.8348 2.0855 0.3645 0.0 0.0 0.0
H 1.5731 2.7852 1.3641 0.0 0.0 0.0
H 2.5139 -1.0983 1.7141 -0.1 0.0 0.0
H 3.5885 0.2463 1.3139 0.0 0.0 0.1
H 4.6548 -1.6901 -0.1115 0.0 0.0 0.0
H 4.7780 -2.3871 -2.4981 0.0 0.0 0.0
H 2.9341 -1.6946 -4.0460 0.0 0.0 0.0
H 0.9723 -0.5060 -3.0861 0.0 -0.1 0.0
H 1.9117 1.2646 3.2305 0.0 0.0 0.0
H 1.0239 -0.2509 3.0353 0.1 -0.1 -0.1
H -0.0703 1.6362 4.9529 0.0 0.0 0.0
H -2.1972 2.9186 5.0931 0.0 0.0 0.0
H -3.3996 3.4957 2.9756 0.0 0.0 0.0
H -2.4702 2.6522 0.8193 0.0 -0.1 0.1
H 2.2119 4.0317 -1.0717 0.0 0.0 0.0
H 0.8942 4.6749 -3.0778 0.0 0.0 0.0
H -1.0551 3.2421 -3.7343 0.0 0.0 0.0
H -1.5900 1.2647 -2.3190 0.0 0.0 0.0
C -2.5470 -3.2851 -1.6001 0.2 0.0 0.0
C -1.2667 -4.1318 -1.5134 -0.1 0.2 0.1
C -0.1361 -3.1003 -1.6571 0.1 -0.2 0.0
O -0.7677 -1.8119 -1.8432 0.4 0.6 0.5
C -2.0717 -2.0621 -2.3654 -0.1 -0.2 0.1
H -2.8571 -2.9703 -0.6038 0.0 -0.1 0.0
H -3.3706 -3.8017 -2.0906 0.0 0.0 0.0
H -1.2249 -4.8594 -2.3223 0.0 0.0 0.0
H -1.1982 -4.6659 -0.5664 0.0 0.0 0.0
H 0.4853 -3.3148 -2.5295 0.0 0.1 0.0
H 0.5018 -3.0351 -0.7788 0.0 0.0 0.0
H -2.0044 -2.2626 -3.4404 0.0 0.1 0.0
H -2.6797 -1.1791 -2.1928 0.1 0.0 -0.1
C -4.0309 1.4566 -2.2614 0.0 0.0 0.1
Ge -4.0611 0.4096 -0.5959 -0.7 0.5 -0.2
C -5.1133 1.4692 0.6929 0.2 0.0 0.0
C -5.1259 -1.2114 -0.9281 0.2 0.0 0.2
C -2.3570 -0.0470 0.2540 3.2 -0.4 -0.2
H -5.0721 1.6315 -2.5393 0.0 0.0 0.0
H -3.5498 0.9408 -3.0941 0.0 0.0 0.0
H -3.5559 2.4289 -2.1236 0.0 0.0 0.0
H -6.1674 1.3866 0.4251 0.0 0.0 0.0
H -4.8410 2.5260 0.6716 0.0 0.0 0.0
H -4.9855 1.0994 1.7119 0.0 0.0 0.0
H -6.1711 -0.9058 -0.9870 0.0 0.0 0.0
H -5.0209 -1.9233 -0.1081 0.0 0.0 0.0
H -4.8527 -1.7097 -1.8567 0.0 0.0 0.0
H -2.5948 -0.4446 1.2492 -0.1 -0.3 -0.1
Cl -1.1428 -4.7883 3.5361 0.0 0.1 -0.1
C -1.3799 -3.4831 2.4849 -0.1 -0.3 0.2
Cl -3.0098 -3.0616 2.1845 0.0 0.0 0.0
Cl 1.3767 -3.4836 2.2239 0.3 -0.1 0.1
C -0.3562 -2.7172 1.8525 -0.1 0.5 -0.5
N -0.4461 -1.7437 1.1330 0.0 -1.2 1.3
```
Forces are in eV/Å.